Entry 1:
Density functional theory data (the ωB97M-V functional and the def2-TZVPD basis) for a molecular structure, C19H21AlIN3O8S2 at a distorted geometry.

```
! RIJCOSX wB97M-V def2-TZVPD def2/J DEFGRID3
* xyz -2 1
Al 0.22093 0.15970 0.04088
C 1.77763 0.13170 4.43378
C 1.61023 0.11280 2.93228
S -0.04357 0.07260 2.42518
C 2.66833 0.10940 2.08658
C 4.09573 0.09880 2.56978
S 2.54013 0.06750 0.35008
H 0.79143 0.12700 4.88948
H 2.30163 1.02700 4.77298
H 2.31843 -0.74860 4.78848
H 4.16113 0.07840 3.65368
H 4.62763 0.97810 2.20588
H 4.60353 -0.78000 2.17098
O -1.00077 0.99840 -3.50832
C -0.25787 1.23890 -2.55222
O 0.24793 0.33630 -1.81032
C -0.01447 2.66950 -2.17182
C -0.02467 3.66310 -3.11842
C -0.00607 5.01030 -2.73472
C -0.05077 5.33140 -1.37082
C -0.02767 4.34010 -0.42322
C 0.05073 2.95940 -0.77392
O 0.11963 2.05320 0.12428
N -0.16387 4.70610 0.96978
O 0.83633 4.81580 1.65808
O -1.30407 4.92360 1.36608
N 0.00293 6.02950 -3.68982
O 0.11413 5.72990 -4.89042
O -0.09797 7.21150 -3.31162
H -0.05347 3.41490 -4.17032
H -0.09867 6.36940 -1.08142
N -3.90507 0.50740 -0.39132
C -2.67257 0.03270 -0.65372
O -1.73567 0.40740 0.03558
C -2.44257 -0.92680 -1.75952
I -4.10447 -2.20720 -2.14532
H -3.97367 1.17820 0.35658
H -4.71997 0.24770 -0.91722
H -1.57727 -1.53170 -1.46442
H -2.20547 -0.39330 -2.68322
C 1.27063 -5.00120 0.20208
C -0.18297 -4.51010 0.24378
C -0.97857 -5.09970 -0.92922
C -0.83867 -4.92420 1.56768
C -0.15937 -3.04820 0.12658
C -0.07377 -1.84780 -0.02102
H 1.33123 -6.09100 0.26468
H 1.82683 -4.56790 1.03178
H 1.74663 -4.67200 -0.72022
H -0.96027 -6.19180 -0.90722
H -0.56117 -4.76210 -1.87662
H -2.01667 -4.77170 -0.88402
H -0.81697 -6.00990 1.69818
H -1.87607 -4.59300 1.59208
H -0.31877 -4.45930 2.40318
*
```

Results
Frontier orbital gap (eV): 3.764
E_tot (eV): -77263.135
Maximum force (eV Å⁻¹): 1.8
Energy above the lowest of the compared OMol25 structures with the same formula, charge and spin (kJ/mol): 182.3
E_HOMO (Eh): -0.0086

Atom charges from the Löwdin analysis, given in e for atoms 1 to 4:
1 Al -0.53
2 C -0.18
3 C -0.77
4 S 0.70


Entry 2:
Density functional theory data (the ωB97M-V functional and the def2-TZVPD basis) for a molecular structure, C19H21AuN3O2SeSi.

```
! RIJCOSX wB97M-V def2-TZVPD def2/J DEFGRID3
* xyz 1 1
Au 0.41280 -0.63556 -0.43780
C -3.17437 -3.05251 -0.76990
C -3.79059 -2.77312 0.43286
C -3.14261 -1.96546 1.36032
C -1.90544 -1.44648 1.05637
N -1.31612 -1.73190 -0.13508
C -1.92491 -2.50901 -1.02490
C -1.14910 -0.55992 1.97345
C -1.50405 -0.14069 3.24469
C -0.63482 0.71003 3.91762
C 0.55928 1.13296 3.34585
C 0.86666 0.68140 2.07255
N 0.00564 -0.13617 1.47404
C 2.06488 1.00221 1.25291
C 3.04984 1.86651 1.67452
C 4.12918 2.13280 0.83927
C 4.19537 1.51832 -0.39500
C 3.17772 0.65416 -0.76841
N 2.15325 0.40272 0.03494
H -3.64402 -3.67530 -1.51673
H -4.76900 -3.17524 0.65666
H -3.60918 -1.73234 2.30593
H -1.39064 -2.68121 -1.95067
H -2.42995 -0.45279 3.70380
H -0.89546 1.05377 4.90934
H 1.21861 1.79647 3.88488
H 2.97516 2.34180 2.64134
H 4.90410 2.81642 1.15718
H 5.01309 1.70027 -1.07645
H 3.16315 0.15156 -1.72683
O -1.93014 1.05300 -0.15190
C -1.19611 2.03980 -0.37218
O 0.04479 2.00738 -0.58573
H -1.66944 3.04007 -0.34792
C -1.93335 0.09803 -3.79535
Si -0.09346 0.15763 -4.06660
C 0.39226 -0.52661 -5.73470
C 0.63069 1.84378 -3.76827
Se 0.95017 -1.38143 -2.67327
H -2.40760 0.80134 -4.48525
H -2.19892 0.38002 -2.77389
H -2.33817 -0.89426 -4.00430
H -0.03749 0.09964 -6.52026
H 0.02268 -1.54301 -5.87657
H 1.47479 -0.53458 -5.87036
H 0.18412 2.56941 -4.45253
H 1.70851 1.83419 -3.94306
H 0.45893 2.17787 -2.74131
*
```

Results
Frontier orbital gap (eV): 6.957
E_tot (eV): -105521.331
Maximum force (eV Å⁻¹): 0.4
Energy above the lowest of the compared OMol25 structures with the same formula, charge and spin (kJ/mol): 6.3
E_HOMO (Eh): -0.4143

Atom charges from the Löwdin analysis, given in e for atoms 1 to 4:
1 Au 1.05
2 C -0.01
3 C 0.00
4 C 0.03


Entry 3:
Density functional theory data (the ωB97M-V functional and the def2-TZVPD basis) for a molecular structure, C19H21AuN3PSe3 at a distorted geometry.

```
! RIJCOSX wB97M-V def2-TZVPD def2/J DEFGRID3
* xyz 2 3
Au 0.98278 -0.74945 0.37320
Se 0.29944 2.26918 1.51341
P -0.79499 1.97393 -0.40931
Se -1.25356 -0.18713 -0.42101
C 0.31155 2.52105 -1.70481
C 0.74144 1.69009 -2.72844
C 1.52959 2.21987 -3.72846
C 1.89732 3.55423 -3.66779
C 1.50595 4.38456 -2.63737
C 0.71806 3.85245 -1.62789
C -2.28539 2.95699 -0.39311
C -2.95984 3.10762 -1.61236
C -4.16908 3.78240 -1.61734
C -4.72560 4.24647 -0.44203
C -4.03176 4.12186 0.75433
C -2.78949 3.49732 0.79424
H 0.43072 0.66137 -2.75797
H 1.85750 1.62142 -4.56961
H 2.53391 3.99520 -4.44187
H 1.79262 5.42027 -2.61256
H 0.38981 4.49194 -0.83179
H -2.55360 2.70264 -2.54981
H -4.69382 3.91676 -2.53826
H -5.69594 4.74296 -0.45289
H -4.47102 4.55925 1.63789
H -2.28959 3.34268 1.72199
C -2.11610 -4.06986 0.05115
N -1.01457 -4.48622 0.91390
C -1.15373 -5.18695 2.06932
C 0.07081 -5.38846 2.59756
N 0.96981 -4.77463 1.74879
C 2.39869 -4.75163 1.90567
C 0.29877 -4.22353 0.69326
Se 0.98913 -3.30232 -0.76817
H -2.98492 -4.67246 0.24019
H -1.81386 -4.16677 -1.00404
H -2.35376 -3.00490 0.23064
H -2.10239 -5.50166 2.45238
H 0.36847 -5.90589 3.48354
H 2.69466 -5.15701 2.88041
H 2.75075 -3.72279 1.77231
H 2.86417 -5.34944 1.12427
C 5.07968 -0.81613 2.68002
C 3.79283 -0.89559 1.99113
N 2.79523 -0.93877 1.39846
H 5.30483 -1.75607 3.19763
H 5.04680 0.02126 3.38508
H 5.83766 -0.64610 1.90612
*
```

Results
Frontier orbital gap (spin up / spin down) (eV): 8.688 / 5.676
E_tot (eV): -233520.242
Maximum force (eV Å⁻¹): 2.2
Expectation value of S²: 2.0190
Energy above the lowest of the compared OMol25 structures with the same formula, charge and spin (kJ/mol): 0.0
E_HOMO (spin up / spin down) (Eh): -0.5050 / -0.5229

Atom charges from the Löwdin analysis, given in e for atoms 1 to 4:
1 Au 0.35
2 Se 0.53
3 P 0.25
4 Se 0.34


Entry 4:
Density functional theory data (the ωB97M-V functional and the def2-TZVPD basis) for a molecular structure, C19H21Br4NO2S5Tl at a distorted geometry.

```
! RIJCOSX wB97M-V def2-TZVPD def2/J DEFGRID3
* xyz 1 1
Tl 0.87941 0.27326 -0.66461
C -3.15007 0.03369 0.08818
C -3.29028 0.68720 -1.27972
S -1.86895 1.72914 -1.70301
C -2.03179 1.74725 -3.50716
C -1.60788 0.45540 -4.19570
S 0.17047 0.19804 -4.00874
C 0.31695 -1.50492 -4.59574
C -0.26963 -2.56918 -3.67391
S 0.48967 -2.54618 -2.03080
C -0.84902 -3.26313 -1.04288
C -2.06229 -2.35802 -0.85296
S -1.71552 -1.03377 0.33455
H -4.04643 -0.55146 0.30044
H -3.05314 0.79270 0.86592
H -4.18282 1.31451 -1.27199
H -3.41629 -0.06303 -2.05999
H -1.41568 2.58049 -3.84733
H -3.06906 1.98014 -3.74970
H -1.84003 0.51617 -5.26056
H -2.14689 -0.39430 -3.77382
H 1.38642 -1.66458 -4.73692
H -0.15920 -1.57217 -5.57506
H -0.08975 -3.55228 -4.11191
H -1.34660 -2.44058 -3.57033
H -0.38685 -3.49963 -0.08539
H -1.15533 -4.19955 -1.51016
H -2.89829 -2.94728 -0.47136
H -2.36200 -1.90931 -1.79998
Br 2.95924 -1.98994 6.72903
C 2.44653 -1.90412 4.94199
C 2.11678 -3.17826 4.23326
Br 2.23090 -4.76669 5.19494
C 1.73857 -3.19956 2.94117
Br 1.27640 -4.75798 2.02124
C 1.63648 -1.95081 2.17068
O 1.27271 -1.90847 1.01653
C 2.01574 -0.65348 2.88078
O 1.99355 0.37061 2.23081
C 2.38225 -0.72338 4.30414
Br 2.79990 0.90522 5.12944
S -0.28174 1.70411 2.02682
C 0.66078 3.05326 1.65619
N 1.70016 3.37332 2.47434
C 2.53312 4.42508 2.28872
C 2.35776 5.25433 1.22800
C 1.30647 4.97057 0.33304
C 0.47859 3.90175 0.53660
H 1.86668 2.72758 3.23870
H 3.31378 4.54887 3.02488
H 3.01964 6.09327 1.08052
H 1.16149 5.60072 -0.53502
H -0.33140 3.67349 -0.14097
*
```

Results
Frontier orbital gap (eV): 5.480
E_tot (eV): -364663.159
Maximum force (eV Å⁻¹): 1.0
Energy above the lowest of the compared OMol25 structures with the same formula, charge and spin (kJ/mol): 0.0
E_HOMO (Eh): -0.3758

Atom charges from the Löwdin analysis, given in e for atoms 1 to 4:
1 Tl 0.68
2 C -0.52
3 C -0.50
4 S 0.79


Entry 5:
Density functional theory data (the ωB97M-V functional and the def2-TZVPD basis) for a single C19H21BrN2O3S molecule at a distorted geometry.

```
! RIJCOSX wB97M-V def2-TZVPD def2/J DEFGRID3
* xyz 0 1
O -1.56362 1.57464 3.42949
C -0.63954 1.00071 2.89615
N -0.44234 -0.35235 2.92225
C -1.28883 -1.34789 3.40624
C -0.87029 -2.67561 3.30510
C -1.69115 -3.70123 3.73194
C -2.94368 -3.43062 4.25711
C -3.34495 -2.10973 4.35211
Br -5.06854 -1.71242 5.05449
C -2.53975 -1.06312 3.94427
C 0.39656 1.73149 2.10179
C 0.70378 3.05119 2.42430
C 1.60506 3.77130 1.65910
C 2.19271 3.18551 0.54555
C 1.86655 1.88524 0.21674
S 2.58154 1.07117 -1.22114
O 3.36973 -0.02948 -0.74341
O 3.20167 2.07815 -2.02868
N 1.28087 0.44969 -2.01143
C 0.90826 -0.93030 -1.85586
C 0.68264 -1.65135 -3.18766
C -0.58820 -1.18702 -3.90238
C -0.40743 0.04134 -4.80238
C 0.52979 1.12511 -4.25883
C 0.43739 1.35752 -2.74842
C 0.98593 1.15194 0.98281
H 0.42398 -0.69247 2.52921
H 0.09922 -2.90382 2.88490
H -1.35603 -4.72367 3.65564
H -3.59534 -4.22659 4.58043
H -2.87036 -0.04205 4.03576
H 0.22502 3.49558 3.28396
H 1.84581 4.79099 1.91877
H 2.89209 3.71809 -0.07801
H -0.01038 -1.01149 -1.25223
H 1.73616 -1.39777 -1.31909
H 0.60143 -2.71776 -2.96597
H 1.55253 -1.50649 -3.82544
H -1.35022 -0.97749 -3.14923
H -0.96828 -2.00300 -4.52260
H -1.39467 0.47646 -4.98010
H -0.01972 -0.27717 -5.77117
H 0.30668 2.06054 -4.77408
H 1.56825 0.87447 -4.47727
H -0.59907 1.27662 -2.40111
H 0.80371 2.35971 -2.51705
H 0.75505 0.14344 0.67543
*
```

Results
Frontier orbital gap (eV): 9.007
E_tot (eV): -110044.671
SMILES: O=C(Nc1cccc(Br)c1)c1cccc(S(=O)(=O)N2CCCCCC2)c1
Maximum force (eV Å⁻¹): 1.1
Energy above the lowest of the compared OMol25 structures with the same formula, charge and spin (kJ/mol): 8.8
E_HOMO (Eh): -0.3266

Atom charges from the Löwdin analysis, given in e for atoms 1 to 4:
1 O 0.09
2 C -0.41
3 N 0.14
4 C -0.21